1.
The molecule C17H24N2O7. Source: OMol25; level of theory: ωB97M-V/def2-TZVPD.

Results
energy relative to the best compared isomer or geometry (same formula, charge and spin): 0.7 kcal/mol
LUMO energy: 0.010 Ha
SMILES: CCOC(=O)C1=C(C)NC(C)=C(C(=O)OCC)C1C(=O)OCC(=O)NC
HOMO-LUMO gap: 8.7 eV

Each line ends with the natural charge from an NBO analysis.
Cartesian coordinates (Å):
O -3.3550 -2.4607 -0.1609  -0.631
O -1.2422 -2.2855 0.5664  -0.513
O 1.2432 1.5507 0.9183  -0.534
O 0.3954 3.6279 0.8650  -0.626
O 0.9048 -1.0353 -0.8236  -0.515
O -0.0687 0.3955 -2.2539  -0.600
O 4.1341 -2.0899 -1.9119  -0.627
N -3.0404 1.7605 -0.9221  -0.574
N 3.4087 -1.0177 -0.0560  -0.617
C -3.2328 0.4127 -0.7488  0.319
C -2.1200 3.9385 -0.5088  -0.675
C -0.9265 1.7825 0.1126  -0.179
C 0.2576 2.4421 0.6550  0.776
C 0.0198 -0.0960 -1.1602  0.819
C -1.9720 2.4574 -0.4198  0.309
C -4.5915 -0.0565 -1.1481  -0.677
C -2.2384 -0.3442 -0.2296  -0.229
C 2.4683 2.0974 1.4034  -0.076
C -0.8746 0.2718 0.0229  -0.344
C 4.6689 -1.0358 0.6430  -0.424
C 3.3533 2.5765 0.2607  -0.640
C 1.8205 -1.4835 -1.8142  -0.178
C -1.8716 -3.9575 2.2267  -0.633
C -1.2403 -3.6772 0.8699  -0.072
C -2.3739 -1.7771 0.0448  0.784
C 3.2479 -1.5690 -1.2695  0.651
H -4.7084 -1.1119 -0.9303  0.283
H 4.3064 2.9186 0.6545  0.217
H 5.0142 -0.0209 0.8478  0.193
H -1.7841 -4.2138 0.0852  0.200
H 2.6008 -0.6213 0.4020  0.415
H 1.7999 -0.8011 -2.6728  0.239
H 2.8700 3.4028 -0.2544  0.227
H 2.2413 2.9312 2.0761  0.209
H -1.2141 4.4328 -0.1773  0.280
H -3.7962 2.2916 -1.3295  0.405
H -1.3655 -3.3883 3.0030  0.208
H 4.5803 -1.5813 1.5844  0.196
H 5.3910 -1.5386 0.0013  0.242
H -2.9219 -3.6775 2.2098  0.224
H -1.7928 -5.0169 2.4532  0.216
H -5.3558 0.5094 -0.6163  0.220
H -4.7289 0.1021 -2.2174  0.228
H 2.9432 1.2900 1.9661  0.180
H 3.5265 1.7738 -0.4525  0.214
H -0.1867 -3.9649 0.8577  0.189
H -0.4323 -0.1569 0.9249  0.258
H -2.9469 4.2682 0.1200  0.227
H 1.5210 -2.4783 -2.1595  0.214
H -2.3355 4.2236 -1.5379  0.222

***

2.
A cluster of 16 separate species, C5H38O16 in total. Source: OMol25; level of theory: ωB97M-V/def2-TZVPD.

Results
energy relative to the best compared isomer or geometry (same formula, charge and spin): 0.0 kcal/mol
charge: +1
LUMO energy (alpha / beta): -0.159 / -0.260 Ha
HOMO-LUMO gap (alpha / beta): 9.2 / 6.4 eV
multiplicity: 2
expectation value of S²: 0.777

Each line ends with the natural charge from an NBO analysis.
Cartesian coordinates (Å):
O 1.7786 1.4037 2.3205  -0.969
O 0.0127 -1.7216 2.6163  -0.978
O 2.7389 -0.8741 -1.7884  -0.937
O 3.4183 -0.5448 1.3067  -0.985
O 3.3756 -3.0123 0.2517  -0.946
O -1.0889 -4.1828 0.0177  -1.014
O -0.5954 0.7629 3.2780  -0.964
O -2.7647 1.9215 -2.5124  -0.997
O 1.5465 -4.4700 0.3074  -0.981
O 0.3789 -2.1037 -2.1578  -0.952
O -1.2930 4.0983 -2.2273  -1.009
O -3.1638 3.8728 -0.2152  -0.948
O -1.5318 -0.4870 -3.4702  -0.991
O -2.4215 -2.6466 1.8852  -0.993
O -0.6415 3.4531 1.9947  -0.973
O 0.6054 -0.5602 0.3936  -0.716
C -1.7052 -0.1740 0.1252  -0.759
C 0.0964 1.4166 -0.7452  -0.183
C 1.6163 2.9360 -1.7538  -0.126
C -0.3132 0.3150 -0.0311  0.509
C 1.4284 1.8501 -0.9651  -0.230
H 3.2439 -2.0963 0.5755  0.499
H 2.2903 1.3219 -0.5702  0.230
H 0.8586 3.5930 -2.1644  0.264
H -2.6796 3.7979 0.6128  0.474
H -0.1001 -4.0731 0.0677  0.510
H -1.3447 -4.2924 -0.9030  0.490
H 2.4691 -0.7323 -0.8734  0.480
H -2.1602 1.1695 -2.6185  0.515
H -2.7636 -3.3945 2.4008  0.491
H -0.6876 2.0821 -1.0907  0.243
H -0.7471 -0.9076 -3.0610  0.497
H -1.9218 -3.1951 1.2306  0.506
H 3.5006 -2.9860 -0.7028  0.494
H -1.7716 -0.8276 0.9888  0.295
H 1.7518 -4.7345 1.2119  0.479
H -1.6769 4.5412 -1.4634  0.496
H 1.8116 1.3285 3.2736  0.494
H -0.5732 1.6263 3.7169  0.497
H -2.3625 0.6895 -0.0058  0.246
H 0.0405 4.0954 2.1926  0.504
H -2.0861 -0.8670 -0.6459  0.306
H 0.4783 -1.0284 1.2826  0.556
H 1.0279 -1.3688 -2.1139  0.487
H 3.7771 -0.5879 2.1962  0.498
H -2.0466 -1.2713 -3.6972  0.488
H -1.3622 0.8596 2.6978  0.481
H 3.1225 -0.0357 -2.0713  0.484
H 0.1388 -2.1718 -1.2268  0.465
H 2.5343 3.1357 -2.3279  0.218
H -0.0470 -1.4026 3.5216  0.516
H 2.0488 -3.6493 0.1805  0.478
H -1.8216 3.3006 -2.4320  0.491
H 0.9343 1.1168 1.9802  0.489
H 2.7280 0.1401 1.3346  0.501
H -3.5353 1.7776 -3.0674  0.511
H -3.1460 3.0239 -0.6712  0.482
H -0.6888 3.1474 1.0901  0.472
H -0.7109 -2.3774 2.5219  0.516

***

> Among the records above, which one has the lowest energy relative to the best compared isomer or geometry (same formula, charge and spin)?

C5H38O16

***

Repeat the first record exactly.
The molecule C17H24N2O7. Source: OMol25; level of theory: ωB97M-V/def2-TZVPD.

Results
energy relative to the best compared isomer or geometry (same formula, charge and spin): 0.7 kcal/mol
LUMO energy: 0.010 Ha
SMILES: CCOC(=O)C1=C(C)NC(C)=C(C(=O)OCC)C1C(=O)OCC(=O)NC
HOMO-LUMO gap: 8.7 eV

Each line ends with the natural charge from an NBO analysis.
Cartesian coordinates (Å):
O -3.3550 -2.4607 -0.1609  -0.631
O -1.2422 -2.2855 0.5664  -0.513
O 1.2432 1.5507 0.9183  -0.534
O 0.3954 3.6279 0.8650  -0.626
O 0.9048 -1.0353 -0.8236  -0.515
O -0.0687 0.3955 -2.2539  -0.600
O 4.1341 -2.0899 -1.9119  -0.627
N -3.0404 1.7605 -0.9221  -0.574
N 3.4087 -1.0177 -0.0560  -0.617
C -3.2328 0.4127 -0.7488  0.319
C -2.1200 3.9385 -0.5088  -0.675
C -0.9265 1.7825 0.1126  -0.179
C 0.2576 2.4421 0.6550  0.776
C 0.0198 -0.0960 -1.1602  0.819
C -1.9720 2.4574 -0.4198  0.309
C -4.5915 -0.0565 -1.1481  -0.677
C -2.2384 -0.3442 -0.2296  -0.229
C 2.4683 2.0974 1.4034  -0.076
C -0.8746 0.2718 0.0229  -0.344
C 4.6689 -1.0358 0.6430  -0.424
C 3.3533 2.5765 0.2607  -0.640
C 1.8205 -1.4835 -1.8142  -0.178
C -1.8716 -3.9575 2.2267  -0.633
C -1.2403 -3.6772 0.8699  -0.072
C -2.3739 -1.7771 0.0448  0.784
C 3.2479 -1.5690 -1.2695  0.651
H -4.7084 -1.1119 -0.9303  0.283
H 4.3064 2.9186 0.6545  0.217
H 5.0142 -0.0209 0.8478  0.193
H -1.7841 -4.2138 0.0852  0.200
H 2.6008 -0.6213 0.4020  0.415
H 1.7999 -0.8011 -2.6728  0.239
H 2.8700 3.4028 -0.2544  0.227
H 2.2413 2.9312 2.0761  0.209
H -1.2141 4.4328 -0.1773  0.280
H -3.7962 2.2916 -1.3295  0.405
H -1.3655 -3.3883 3.0030  0.208
H 4.5803 -1.5813 1.5844  0.196
H 5.3910 -1.5386 0.0013  0.242
H -2.9219 -3.6775 2.2098  0.224
H -1.7928 -5.0169 2.4532  0.216
H -5.3558 0.5094 -0.6163  0.220
H -4.7289 0.1021 -2.2174  0.228
H 2.9432 1.2900 1.9661  0.180
H 3.5265 1.7738 -0.4525  0.214
H -0.1867 -3.9649 0.8577  0.189
H -0.4323 -0.1569 0.9249  0.258
H -2.9469 4.2682 0.1200  0.227
H 1.5210 -2.4783 -2.1595  0.214
H -2.3355 4.2236 -1.5379  0.222